No. 1
Density functional theory data (ωB97M-V with the def2-TZVPD basis set) for a cluster of 2 separate species, C3H11N2 in total.

Values from the calculation:
Energy relative to the best compared isomer or geometry (same formula, charge and spin)   0.421 eV
E_HOMO   -13.19 eV
F_max   0.616 eV/Å
Net charge   +1
Spin multiplicity   1

Each line ends with the natural charge from an NBO analysis.
Atoms and positions in Å:
C1 1.033 -1.552 0.293  -0.664
C2 -0.203 -0.726 0.448  0.166
C3 -1.376 -1.003 -0.107  -0.483
N1 -0.018 0.465 1.214  -0.868
H1 1.233 -2.086 1.219  0.245
H2 1.899 -0.920 0.085  0.214
H3 0.910 -2.278 -0.503  0.245
H4 -2.233 -0.384 0.119  0.204
H5 -1.500 -1.870 -0.731  0.232
H6 0.685 0.345 1.934  0.404
H7 -0.863 0.751 1.712  0.400
N2 0.082 1.872 -1.146  -0.898
H8 -0.413 2.755 -1.248  0.444
H9 1.073 1.980 -1.362  0.442
H10 0.015 1.473 -0.154  0.465
H11 -0.324 1.177 -1.774  0.450

No. 2
Density functional theory data (ωB97M-V with the def2-TZVPD basis set) for an isolated molecule of C4H8O3 in a non-equilibrium geometry.

Values from the calculation:
Energy relative to the best compared isomer or geometry (same formula, charge and spin)   0.627 eV
E_HOMO   -10.27 eV
F_max   1.948 eV/Å
SMILES string   C[C@@H](O)CC(=O)O
Spin multiplicity   1

Each line ends with the natural charge from an NBO analysis.
Atoms and positions in Å:
O1 0.198 -1.285 -1.357  -0.598
C1 -0.459 -0.316 -1.064  0.791
O2 -1.783 -0.230 -1.233  -0.677
C2 0.174 0.945 -0.494  -0.533
C3 0.587 0.776 0.966  0.105
C4 -0.397 0.142 1.903  -0.649
O3 1.834 0.061 0.991  -0.723
H1 -2.103 -1.124 -1.438  0.496
H2 -0.549 1.770 -0.575  0.221
H3 0.976 1.340 -1.109  0.250
H4 0.914 1.764 1.292  0.188
H5 -0.352 -0.934 1.756  0.207
H6 -1.412 0.532 1.867  0.224
H7 -0.058 0.223 2.941  0.228
H8 1.724 -0.878 0.988  0.469

No. 3
Density functional theory data (ωB97M-V with the def2-TZVPD basis set) for a cluster of 3 separate species, C5H5NO2 in total in a non-equilibrium geometry.

Values from the calculation:
Energy relative to the best compared isomer or geometry (same formula, charge and spin)   11.611 eV
E_HOMO   -9.67 eV
F_max   7.007 eV/Å
Spin multiplicity   1

Each line ends with the natural charge from an NBO analysis.
Atoms and positions in Å:
C1 -1.496 -0.918 -0.052  -0.106
C2 -0.133 -0.450 -0.571  0.166
C3 2.001 -0.266 -0.146  0.583
C4 1.610 1.102 -0.230  -0.283
C5 0.235 0.898 -0.487  -0.199
H1 -3.055 0.458 1.574  0.323
H2 -2.030 -1.943 -0.499  0.242
H3 -1.132 -1.014 1.375  0.180
H4 2.542 1.841 0.318  0.296
H5 -0.458 1.723 -0.624  0.247
N1 0.855 -1.315 -0.519  -0.407
O1 -2.128 0.397 -0.234  -0.562
O2 3.189 -0.513 0.095  -0.479

No. 4
Density functional theory data (ωB97M-V with the def2-TZVPD basis set) for a structure of composition C33H75N6O5SSi in a non-equilibrium geometry.

Values from the calculation:
E_HOMO   -8.69 eV
F_max   9.198 eV/Å
Net charge   +1
Spin multiplicity   1

Each line ends with the Löwdin charge.
Atoms and positions in Å:
C1 -7.186 -8.629 -2.254  -0.103
C2 -6.406 -9.539 -1.284  -0.245
C3 -6.278 -8.934 0.131  -0.200
C4 -4.853 -8.437 0.457  -0.198
C5 -4.800 -6.935 0.786  -0.196
C6 -3.671 -6.585 1.778  -0.182
C7 -2.538 -5.744 1.160  -0.154
C8 -2.030 -4.598 2.060  -0.172
C9 -0.568 -4.702 2.490  -0.247
C10 0.419 -5.067 1.384  -0.120
C11 0.209 -4.274 0.100  -0.136
C12 0.734 -2.840 0.209  -0.247
C13 1.322 -2.388 -1.134  -0.166
C14 1.591 -0.878 -1.156  -0.172
C15 0.706 -0.114 -2.163  -0.170
C16 -0.033 1.063 -1.536  -0.121
C17 0.531 2.473 -1.863  -0.309
N1 0.720 3.172 -0.618  -0.009
C18 1.371 4.496 -0.741  -0.285
Si1 0.787 5.685 0.649  0.598
C19 2.187 6.892 1.048  -0.165
C20 0.305 4.689 2.177  -0.155
C21 -0.726 6.728 0.169  -0.173
C22 1.262 5.029 -2.171  -0.351
N2 1.538 6.460 -2.208  0.089
N3 -0.109 4.755 -2.695  0.141
C23 -0.519 3.296 -2.657  -0.215
S1 -0.902 2.570 -4.283  0.642
C24 -1.024 3.828 -5.547  -0.119
O1 0.081 1.624 -4.691  -0.262
O2 -2.194 1.988 -4.122  -0.281
H1 -7.857 -7.955 -1.739  0.060
H2 -6.491 -8.068 -2.863  0.063
H3 -7.801 -9.239 -2.905  0.062
H4 -6.895 -10.502 -1.210  0.093
H5 -5.431 -9.710 -1.718  0.089
H6 -6.545 -9.722 0.822  0.099
H7 -6.992 -8.137 0.272  0.090
H8 -4.195 -8.614 -0.381  0.101
H9 -4.513 -9.004 1.309  0.097
H10 -4.744 -6.345 -0.120  0.104
H11 -5.754 -6.709 1.248  0.097
H12 -3.252 -7.513 2.145  0.101
H13 -4.117 -6.074 2.623  0.101
H14 -1.751 -6.414 0.838  0.107
H15 -2.934 -5.294 0.258  0.099
H16 -2.206 -3.657 1.553  0.099
H17 -2.630 -4.620 2.960  0.141
H18 -0.446 -5.379 3.325  0.145
H19 -0.267 -3.726 2.867  0.041
H20 0.425 -6.127 1.175  0.110
H21 1.418 -4.832 1.734  0.125
H22 -0.819 -4.278 -0.236  0.131
H23 0.782 -4.756 -0.684  0.126
H24 -0.080 -2.155 0.435  0.103
H25 1.533 -2.776 0.936  0.157
H26 2.257 -2.917 -1.277  0.109
H27 0.694 -2.685 -1.963  0.110
H28 2.617 -0.768 -1.487  0.105
H29 1.546 -0.457 -0.158  0.092
H30 1.294 0.156 -3.024  0.097
H31 -0.044 -0.800 -2.531  0.109
H32 -1.085 1.079 -1.802  0.110
H33 0.029 0.960 -0.464  0.099
H34 1.454 2.338 -2.409  0.152
H35 -0.163 3.221 -0.124  0.095
H36 2.434 4.349 -0.587  0.114
H37 2.088 7.723 0.369  0.018
H38 3.143 6.405 0.917  0.027
H39 2.045 7.238 2.064  0.033
H40 -0.057 3.723 1.853  0.016
H41 1.192 4.592 2.785  0.022
H42 -0.448 5.212 2.742  0.044
H43 -0.755 7.637 0.754  0.040
H44 -0.774 7.039 -0.871  0.002
H45 -1.651 6.207 0.403  0.029
H46 2.011 4.561 -2.797  0.138
H47 2.488 6.582 -2.548  0.059
H48 0.923 6.956 -2.845  0.088
H49 -0.748 5.276 -2.084  0.161
H50 -0.181 5.194 -3.615  0.150
H51 -1.417 3.231 -2.066  0.142
H52 -1.527 3.355 -6.374  0.086
H53 -1.522 4.718 -5.183  0.067
H54 -0.016 4.085 -5.846  0.072
C25 5.274 5.205 -2.935  -0.314
O3 4.228 5.435 -2.334  -0.019
N4 5.784 5.972 -3.897  -0.185
C26 7.034 5.643 -4.565  -0.037
C27 5.070 7.177 -4.288  -0.030
H55 5.890 4.322 -2.709  0.143
H56 7.756 6.445 -4.414  0.097
H57 6.860 5.516 -5.634  0.095
H58 7.444 4.720 -4.162  0.088
H59 4.966 7.842 -3.431  0.099
H60 4.072 6.917 -4.647  0.087
H61 5.614 7.686 -5.077  0.092
C28 0.945 1.787 5.077  -0.354
O4 0.357 2.740 4.585  -0.008
N5 2.206 1.817 5.533  -0.187
C29 2.837 0.639 6.103  -0.044
C30 2.951 3.060 5.453  -0.041
H62 0.474 0.801 5.195  0.115
H63 3.131 0.838 7.135  0.091
H64 3.726 0.378 5.525  0.089
H65 2.146 -0.201 6.086  0.070
H66 2.436 3.841 6.014  0.094
H67 3.028 3.383 4.413  0.082
H68 3.947 2.917 5.861  0.085
C31 -0.036 -2.471 4.123  -0.319
O5 0.519 -1.892 5.040  0.016
N6 -0.193 -1.957 2.891  -0.097
C32 -0.862 -2.675 1.823  -0.235
C33 0.338 -0.629 2.644  -0.013
H69 -0.463 -3.481 4.234  0.142
H70 -0.175 -2.821 0.985  -0.114
H71 -1.730 -2.110 1.478  0.150
H72 -1.194 -3.649 2.176  -0.134
H73 1.414 -0.628 2.832  0.102
H74 -0.131 0.079 3.323  0.077
H75 0.147 -0.333 1.616  0.069

No. 5
Density functional theory data (ωB97M-V with the def2-TZVPD basis set) for an isolated molecule of C11H21N3O4 in a non-equilibrium geometry.

Values from the calculation:
Energy relative to the best compared isomer or geometry (same formula, charge and spin)   3.752 eV
E_HOMO   -9.00 eV
F_max   4.109 eV/Å
SMILES string   CC[C@H](C)[C@H](N)C(=O)N[C@@H](CCC(N)=O)C(=O)O
Spin multiplicity   1

Each line ends with the natural charge from an NBO analysis.
Atoms and positions in Å:
C1 -2.251 0.764 0.561  -0.177
C2 -0.803 0.870 1.115  0.713
C3 -2.183 -0.634 -0.140  -0.181
C4 -1.672 -1.714 0.840  -0.640
C5 -3.439 -0.863 -1.013  -0.407
C6 -4.899 -0.870 -0.603  -0.629
C7 1.637 1.204 0.642  -0.131
C8 2.330 2.280 -0.260  0.807
C9 2.246 -0.140 0.765  -0.400
C10 3.146 -0.538 -0.392  -0.492
C11 4.309 -1.476 -0.039  0.682
H1 -3.584 2.131 -0.272  0.384
H2 -2.350 1.533 -1.299  0.364
H3 -2.694 0.708 1.520  0.232
H4 -1.356 -0.420 -1.114  0.187
H5 -1.879 -2.855 0.633  0.217
H6 -2.096 -1.617 1.806  0.220
H7 -0.649 -1.652 1.072  0.223
H8 -3.248 -1.829 -1.654  0.210
H9 -3.265 -0.092 -1.819  0.185
H10 -5.089 -1.937 -0.186  0.212
H11 -5.489 -0.748 -1.560  0.219
H12 -5.266 -0.104 0.105  0.208
H13 -0.156 1.517 -0.648  0.406
H14 1.570 1.657 1.618  0.212
H15 1.495 -0.755 1.016  0.228
H16 2.962 -0.161 1.476  0.219
H17 3.686 0.404 -0.755  0.198
H18 2.610 -0.853 -1.304  0.238
H19 6.119 -2.022 -0.882  0.407
H20 5.326 -0.613 -1.645  0.403
H21 3.102 3.265 1.368  0.519
N1 -2.539 1.813 -0.329  -0.841
N2 0.197 1.122 0.155  -0.654
N3 5.394 -1.314 -0.897  -0.850
O1 -0.563 0.699 2.273  -0.629
O2 2.169 2.291 -1.436  -0.570
O3 4.217 -2.267 0.860  -0.599
O4 2.958 3.214 0.420  -0.695

No. 6
Density functional theory data (ωB97M-V with the def2-TZVPD basis set) for a cluster of 5 separate species, H10O5 in total in a non-equilibrium geometry.

Values from the calculation:
Energy relative to the best compared isomer or geometry (same formula, charge and spin)   0.865 eV
E_HOMO   -11.31 eV
F_max   2.466 eV/Å
SMILES string   O.O.O.O.O
Spin multiplicity   1

Each line ends with the natural charge from an NBO analysis.
Atoms and positions in Å:
O1 -0.563 1.733 -0.840  -0.943
H1 -1.365 1.463 -0.421  0.499
H2 -0.297 0.967 -1.427  0.474
O2 -0.880 -2.262 0.010  -0.972
H3 -1.096 -2.922 0.724  0.473
H4 -0.427 -1.614 0.588  0.505
O3 0.665 -0.051 0.786  -1.011
H5 0.219 0.621 0.255  0.476
H6 1.560 0.263 0.854  0.486
O4 -2.744 -0.252 -0.497  -0.966
H7 -2.652 -0.051 -1.428  0.460
H8 -2.172 -0.973 -0.341  0.492
O5 3.262 0.913 0.953  -0.933
H9 3.151 1.814 0.602  0.483
H10 3.333 0.344 0.186  0.475

No. 7
Density functional theory data (ωB97M-V with the def2-TZVPD basis set) for a cluster of 2 separate species, C4H8N2OS in total in a non-equilibrium geometry.

Values from the calculation:
Energy relative to the best compared isomer or geometry (same formula, charge and spin)   6.262 eV
E_HOMO (spin up / spin down)   -7.76 / -9.47 eV
F_max   3.243 eV/Å
Spin multiplicity   1

Each line ends with the natural charge from an NBO analysis.
Atoms and positions in Å:
C1 0.978 0.868 1.631  -0.334
C2 1.871 1.475 0.665  -0.323
C3 -1.651 -1.130 -0.584  -0.253
C4 -1.182 -0.574 -1.839  -0.270
N1 0.626 0.877 0.216  -0.339
N2 -0.487 -1.742 -1.249  -0.617
O1 1.150 -2.092 0.597  -0.873
S1 1.126 -1.502 -0.726  1.254
H1 0.985 -0.051 2.202  0.241
H2 0.549 1.758 2.173  0.209
H3 1.788 2.572 0.690  0.203
H4 2.717 1.082 0.022  0.220
H5 -1.316 -0.437 0.279  0.239
H6 -2.403 -1.849 -0.656  0.220
H7 -1.720 -0.524 -2.734  0.203
H8 -0.773 0.407 -1.674  0.219

No. 8
Density functional theory data (ωB97M-V with the def2-TZVPD basis set) for a cluster of 2 separate species, C2H3O3 in total in a non-equilibrium geometry.

Values from the calculation:
Energy relative to the best compared isomer or geometry (same formula, charge and spin)   10.083 eV
E_HOMO (spin up / spin down)   -17.62 / -17.62 eV
F_max   3.486 eV/Å
Net charge   +1
Spin multiplicity   1

Each line ends with the natural charge from an NBO analysis.
Atoms and positions in Å:
C1 -0.318 0.333 0.007  -0.456
C2 0.467 -0.658 0.024  0.312
O1 4.465 0.159 -0.006  0.038
O2 2.385 0.346 -0.104  -0.200
O3 3.405 -0.402 0.080  0.348
H1 -1.231 0.187 0.421  0.314
H2 0.133 1.337 -0.027  0.339
H3 1.032 -1.651 0.002  0.305